Entry 1:
{"formula": "C16H25FeN5O5", "method": "ωB97M-V/def2-TZVPD", "elements": ["O", "H", "Fe", "N", "N", "O", "O", "C", "C", "C", "C", "H", "H", "H", "H", "H", "H", "H", "H", "O", "H", "H", "C", "H", "H", "H", "O", "H", "H", "C", "C", "C", "C", "C", "C", "N", "N", "C", "C", "C", "C", "C", "N", "H", "H", "H", "H", "H", "H", "H", "H", "H"], "positions_angstrom": [[0.010, -3.892, 0.098], [-0.414, -4.726, 0.361], [-0.317, -0.697, 0.539], [1.584, -0.173, 0.618], [0.379, -1.468, -1.086], [2.238, 0.768, 1.463], [-0.358, -2.315, -1.939], [2.398, -0.708, -0.310], [1.717, -1.546, -1.229], [3.860, -0.461, -0.367], [2.375, -2.487, -2.157], [4.174, 0.221, 0.432], [4.128, -0.020, -1.339], [4.416, -1.406, -0.269], [1.683, -3.295, -2.421], [3.267, -2.924, -1.688], [2.691, -1.972, -3.074], [2.053, 1.639, 1.054], [-0.418, -3.137, -1.363], [-0.435, 0.097, -3.379], [-0.413, 0.074, -4.346], [-0.595, -0.829, -3.091], [-0.052, -2.912, 1.271], [-1.088, -2.676, 1.482], [0.659, -2.088, 1.088], [0.335, -3.457, 2.127], [2.679, 0.997, 4.168], [2.457, 0.775, 3.234], [1.940, 0.643, 4.689], [0.477, 4.842, -1.254], [0.734, 4.321, 0.019], [0.274, 3.051, 0.367], [-0.457, 2.289, -0.573], [-0.694, 2.812, -1.857], [-0.238, 4.084, -2.193], [-1.021, 1.065, -0.197], [-2.321, 0.981, -0.509], [-2.945, 0.190, 0.407], [-4.344, 0.252, 0.574], [-4.916, -0.399, 1.657], [-4.087, -1.112, 2.538], [-2.714, -1.150, 2.310], [-2.139, -0.567, 1.226], [0.831, 5.843, -1.517], [1.282, 4.916, 0.755], [0.368, 2.672, 1.386], [-1.223, 2.191, -2.574], [-0.443, 4.481, -3.188], [-4.869, 0.867, -0.154], [-5.989, -0.344, 1.823], [-4.490, -1.642, 3.401], [-2.032, -1.669, 2.987]], "forces_ev_per_a": [[0.006, 1.446, 1.505], [0.128, 0.373, 0.114], [-1.230, 2.595, 0.107], [3.331, 0.172, -1.136], [3.008, -1.399, -2.135], [-0.558, -0.625, -0.889], [0.453, -0.072, 0.885], [-0.529, 2.007, 2.738], [-3.785, -0.969, -0.596], [0.350, 0.284, -0.032], [0.278, -0.339, -0.236], [-0.105, -0.297, -0.314], [-0.073, -0.155, 0.218], [-0.225, 0.216, -0.064], [0.283, 0.331, -0.021], [-0.189, 0.170, -0.141], [-0.075, -0.104, 0.141], [-0.158, -0.082, 0.076], [-0.147, 0.462, -0.456], [0.070, -0.822, -0.004], [-0.062, -0.051, 0.261], [-0.088, 0.912, -0.604], [0.327, -3.393, -0.665], [-0.042, 0.214, -0.205], [0.203, -1.322, 0.368], [0.096, 0.126, 0.201], [-0.597, -0.477, -0.631], [0.241, 0.254, 1.161], [0.380, 0.230, -0.140], [0.021, -0.095, 0.023], [0.097, 0.158, -0.229], [-0.373, -0.467, -0.478], [0.445, 0.858, -0.678], [0.119, 0.095, 0.154], [0.171, -0.087, 0.414], [-0.283, 0.544, -0.194], [-0.011, 0.131, 0.823], [0.609, -0.172, -0.283], [0.027, -0.343, 0.336], [0.253, 0.401, -0.896], [1.057, -0.327, 0.461], [-1.027, -0.031, -0.323], [-1.971, -0.186, 1.123], [-0.132, -0.381, 0.128], [-0.225, -0.187, -0.264], [-0.044, 0.172, -0.131], [0.045, 0.196, 0.209], [0.095, -0.070, 0.288], [-0.121, -0.215, 0.317], [0.214, -0.031, -0.008], [0.089, 0.274, -0.219], [-0.346, 0.077, -0.080]], "lowdin_charge": [-0.113, 0.117, 0.799, -0.023, -0.069, -0.058, -0.054, -0.197, -0.216, 0.028, 0.027, 0.096, 0.120, 0.110, 0.097, 0.103, 0.120, 0.106, 0.097, -0.064, 0.056, 0.014, -0.051, 0.058, 0.040, 0.117, -0.078, -0.011, 0.036, -0.082, -0.086, -0.064, -0.270, -0.032, -0.063, -0.097, 0.089, -0.323, 0.011, -0.043, -0.063, -0.128, -0.045, 0.108, 0.110, 0.106, 0.091, 0.110, 0.123, 0.118, 0.110, 0.112], "total_charge": 1, "s2": 8.835, "multiplicity": 6, "e_above_lowest_kcal_mol": 39.1, "homo_lumo_gap_ha": [0.1690, 0.2169], "e_tot_ha": -2537.93976}



Entry 2:
{"formula": "C16H25GeN6PReS4Sb", "method": "ωB97M-V/def2-TZVPD", "elements": ["Re", "C", "N", "C", "C", "N", "C", "P", "C", "N", "C", "C", "N", "C", "C", "N", "C", "C", "N", "C", "H", "H", "H", "H", "H", "H", "H", "H", "H", "H", "H", "H", "H", "H", "H", "S", "Sb", "S", "S", "S", "C", "Ge", "C", "C", "C", "H", "H", "H", "H", "H", "H", "H", "H", "H", "H"], "positions_angstrom": [[7.568, 12.610, 9.952], [12.893, 10.587, 9.457], [11.765, 11.533, 9.478], [11.902, 12.844, 9.088], [10.714, 13.448, 9.346], [9.866, 12.537, 9.864], [10.522, 11.368, 9.957], [9.948, 9.728, 10.603], [8.542, 10.179, 8.250], [8.060, 11.471, 8.311], [8.096, 12.003, 7.021], [8.608, 11.047, 6.196], [8.910, 9.954, 6.990], [9.491, 8.725, 6.384], [8.914, 10.456, 11.886], [8.058, 11.469, 11.651], [7.613, 11.922, 12.894], [8.216, 11.180, 13.831], [9.036, 10.291, 13.203], [9.716, 9.181, 13.932], [13.522, 10.805, 10.319], [13.415, 10.781, 8.519], [12.515, 9.554, 9.534], [12.822, 13.223, 8.690], [10.457, 14.461, 9.175], [7.759, 12.996, 6.809], [8.890, 11.056, 5.163], [8.658, 8.288, 5.757], [9.786, 8.052, 7.202], [10.335, 9.026, 5.778], [6.958, 12.796, 13.101], [8.169, 11.302, 14.902], [9.113, 8.272, 13.942], [9.915, 9.562, 14.951], [10.690, 8.903, 13.501], [4.741, 15.416, 12.113], [5.497, 15.459, 10.001], [5.535, 12.098, 9.881], [7.979, 14.860, 9.951], [4.605, 15.699, 7.965], [7.453, 7.171, 11.166], [8.089, 7.325, 9.329], [9.495, 6.067, 9.006], [6.635, 7.251, 8.028], [8.576, 9.262, 9.428], [7.041, 6.177, 11.377], [6.623, 7.846, 11.417], [8.286, 7.314, 11.892], [9.177, 5.126, 9.534], [10.416, 6.367, 9.487], [9.664, 5.863, 7.927], [5.878, 6.539, 8.321], [6.933, 7.000, 7.016], [6.127, 8.195, 8.003], [7.684, 9.603, 9.956]], "forces_ev_per_a": [[-0.216, -0.125, 0.369], [-0.511, 0.003, 0.105], [0.388, 0.404, -0.115], [0.137, -0.398, 0.144], [0.671, -0.237, -0.248], [-0.837, -0.485, 0.547], [-0.225, -0.186, 0.058], [0.447, 0.009, -0.207], [-0.380, 1.128, -0.122], [0.275, -1.427, -0.593], [0.264, -1.101, 0.275], [0.182, 0.489, 0.889], [0.207, -0.405, -0.613], [-1.690, 0.034, 0.341], [-0.178, 0.878, -0.207], [-0.429, 0.502, 0.353], [-0.466, 0.916, -0.434], [0.146, 0.212, 1.024], [0.340, -1.356, 0.460], [0.644, 0.419, 0.247], [0.146, -0.113, -0.153], [0.123, -0.380, 0.224], [0.282, 0.499, -0.211], [0.144, 0.061, -0.066], [-0.228, 0.592, -0.097], [-0.074, 0.227, -0.064], [-0.160, 0.070, -0.233], [1.242, 0.160, 0.622], [-0.030, 0.159, -0.541], [0.132, -0.144, -0.084], [0.473, -0.878, -0.695], [0.006, -0.315, -0.060], [-0.222, 0.338, 0.129], [-0.252, -0.416, -0.518], [-0.421, 0.475, -0.149], [0.570, 0.051, -1.123], [-0.828, 0.024, 0.156], [0.734, 0.401, -0.009], [-0.688, -0.765, -0.036], [0.692, -0.099, 1.062], [-0.045, -0.329, 0.751], [-0.760, -0.045, 0.016], [-0.033, -1.104, -0.103], [0.182, -0.148, 0.117], [-0.181, 1.294, -0.680], [0.244, 0.013, -0.162], [0.345, 0.140, -0.174], [-0.488, 0.004, -0.432], [0.290, 0.714, -0.718], [0.357, 0.103, -0.008], [-0.081, 0.010, 0.792], [-0.084, -0.386, 0.190], [0.220, -0.046, -0.072], [-0.262, 0.699, -0.069], [-0.117, -0.140, 0.129]], "lowdin_charge": [0.768, 0.010, -0.110, -0.009, -0.146, -0.119, -0.420, 1.150, -0.343, -0.164, -0.066, -0.009, -0.059, 0.043, -0.452, -0.150, -0.085, -0.033, -0.079, 0.021, 0.109, 0.106, 0.072, 0.139, 0.063, 0.116, 0.136, 0.127, 0.065, 0.102, 0.131, 0.148, 0.093, 0.112, 0.092, -0.035, 0.225, 0.295, 0.116, -0.012, -0.204, 0.786, -0.219, -0.177, -0.455, 0.040, 0.038, 0.017, 0.058, 0.016, 0.040, 0.034, 0.024, 0.018, 0.037], "total_charge": 2, "e_above_lowest_kcal_mol": 21.6, "homo_lumo_gap_ha": [0.2323, 0.2323], "e_tot_ha": -5282.28109}



Entry 3:
{"formula": "C16H25INO4P2S2Sm", "method": "ωB97M-V/def2-TZVPD", "elements": ["C", "C", "H", "H", "H", "O", "I", "Sm", "P", "C", "C", "H", "H", "H", "H", "H", "H", "C", "H", "H", "H", "P", "C", "C", "H", "H", "H", "C", "H", "H", "H", "H", "H", "H", "C", "O", "O", "S", "O", "N", "C", "S", "C", "C", "C", "C", "C", "C", "H", "H", "H", "H"], "positions_angstrom": [[-3.333, -0.524, -6.991], [-4.092, -0.512, -5.763], [-4.048, -0.618, -7.841], [-2.656, -1.402, -6.947], [-2.783, 0.439, -7.043], [-4.422, -0.478, -4.639], [-0.587, -0.140, -3.950], [0.284, 0.098, -1.144], [-0.551, 2.776, -0.728], [-1.420, 3.704, 0.548], [1.063, 3.648, -0.750], [0.870, 4.714, -0.918], [-1.195, 4.559, -2.284], [1.711, 3.260, -1.550], [-1.000, 2.954, -3.118], [-0.973, 3.493, 1.519], [1.540, 3.500, 0.227], [-1.375, 3.474, -2.219], [-1.331, 4.768, 0.321], [-2.456, 3.279, -2.112], [-2.469, 3.399, 0.521], [-0.153, -2.752, -0.591], [-0.923, -3.629, 0.813], [-0.937, -3.688, -1.969], [2.098, -3.225, -1.395], [1.401, -4.617, -0.516], [2.010, -3.209, 0.381], [1.499, -3.527, -0.530], [-0.630, -3.231, -2.922], [-0.653, -4.751, -1.939], [-0.735, -4.708, 0.728], [-2.006, -3.442, 0.796], [-2.031, -3.600, -1.870], [-0.475, -3.254, 1.742], [-1.337, 0.029, 0.622], [-2.057, -0.010, 1.527], [-0.742, 1.651, 3.800], [0.610, 1.936, 3.385], [1.119, 3.276, 3.544], [0.842, 1.408, 1.742], [1.826, 0.524, 1.675], [2.561, 0.002, 0.198], [2.275, 0.013, 2.964], [3.125, -1.060, 3.234], [3.438, -1.380, 4.550], [2.890, -0.626, 5.593], [2.018, 0.444, 5.342], [1.711, 0.733, 4.016], [3.577, -1.628, 2.416], [4.136, -2.208, 4.764], [3.165, -0.894, 6.612], [1.606, 1.034, 6.152]], "forces_ev_per_a": [[-0.881, -0.085, -0.530], [-0.354, 0.322, 6.730], [0.503, 0.056, 0.364], [-0.260, 0.403, 0.063], [-0.201, -0.423, 0.104], [1.250, -0.259, -6.757], [-0.064, -0.052, -0.122], [1.084, 0.199, -0.530], [-0.054, 1.424, -0.511], [-0.154, -0.430, 0.307], [0.125, -0.416, -0.021], [0.087, -0.206, 0.011], [-0.076, -0.412, 0.004], [-0.059, 0.205, 0.246], [-0.235, 0.411, 0.256], [-0.224, 0.103, 0.039], [0.009, 0.070, -0.282], [-0.052, -0.462, -0.134], [-0.043, -0.091, 0.027], [0.389, 0.129, -0.200], [0.053, 0.166, 0.266], [-0.129, -1.646, -0.038], [-0.153, 0.532, 0.229], [-0.122, 0.463, -0.279], [0.038, -0.099, 0.135], [-0.059, 0.163, -0.080], [0.030, 0.016, -0.128], [0.278, 0.292, -0.074], [-0.152, -0.342, 0.204], [-0.052, 0.405, 0.054], [-0.030, 0.316, -0.049], [0.286, -0.081, 0.247], [0.353, -0.042, -0.113], [-0.304, -0.171, -0.061], [-3.937, -0.162, 4.822], [2.731, 0.132, -3.600], [0.700, 0.084, -0.608], [-0.427, 0.172, 0.036], [-0.310, -1.043, -0.557], [0.947, -0.197, -0.350], [-1.463, 0.994, 0.227], [0.244, -0.144, -0.197], [0.406, -0.370, 1.011], [0.300, -0.009, -0.480], [0.018, 0.033, 0.182], [0.070, -0.070, -0.093], [0.115, -0.136, -0.336], [0.699, -0.687, 0.653], [-0.191, 0.245, 0.218], [-0.537, 0.557, -0.109], [-0.177, 0.223, -0.175], [-0.012, -0.078, -0.022]], "lowdin_charge": [0.057, 0.053, 0.150, 0.147, 0.147, 0.329, 0.027, 0.649, 0.691, -0.236, -0.248, 0.065, 0.064, 0.051, -0.008, 0.028, 0.043, -0.275, 0.072, 0.054, 0.061, 0.709, -0.259, -0.280, 0.053, 0.063, 0.034, -0.277, -0.006, 0.065, 0.066, 0.055, 0.053, 0.055, -0.167, 0.149, -0.276, 0.679, -0.255, -0.127, -0.775, 0.578, -0.244, -0.022, -0.038, -0.026, 0.003, -0.222, 0.108, 0.129, 0.123, 0.133], "total_charge": 2, "s2": 8.762, "multiplicity": 6, "homo_lumo_gap_ha": [0.2257, 0.2258], "e_tot_ha": -3414.60969}



Entry 4:
{"formula": "C16H25IO15S", "method": "ωB97M-V/def2-TZVPD", "elements": ["C", "O", "S", "O", "O", "C", "C", "C", "I", "H", "H", "H", "H", "H", "H", "H", "H", "H", "C", "C", "O", "C", "O", "O", "H", "H", "H", "H", "C", "C", "O", "C", "O", "O", "H", "H", "H", "H", "C", "C", "O", "C", "O", "O", "H", "H", "H", "H", "C", "C", "O", "C", "O", "O", "H", "H", "H", "H"], "positions_angstrom": [[1.013, 2.971, -0.227], [0.755, 4.375, 0.023], [-0.861, 4.585, 0.433], [-0.907, 5.773, 1.330], [-1.670, 5.118, -0.934], [-2.184, 4.004, -1.679], [-3.247, 3.148, -0.919], [-4.109, 3.946, 0.110], [-2.378, 1.324, -0.054], [0.733, 2.314, 0.624], [2.088, 2.868, -0.465], [0.390, 2.673, -1.101], [-2.701, 4.440, -2.565], [-1.348, 3.402, -2.100], [-3.955, 2.774, -1.688], [-4.028, 5.049, -0.025], [-3.828, 3.749, 1.167], [-5.177, 3.673, -0.028], [-6.739, -1.030, -0.703], [-7.479, -0.246, 0.344], [-7.025, 1.088, 0.114], [-6.609, 1.161, -1.174], [-6.328, 2.177, -1.732], [-6.554, -0.063, -1.743], [-7.306, -1.886, -1.064], [-5.760, -1.372, -0.358], [-8.563, -0.278, 0.207], [-7.241, -0.568, 1.356], [4.470, -0.728, 0.723], [3.999, 0.602, 0.208], [2.575, 0.464, 0.236], [2.277, -0.490, 1.154], [1.174, -0.729, 1.537], [3.390, -1.133, 1.574], [5.392, -0.655, 1.278], [4.589, -1.465, -0.071], [4.286, 1.431, 0.860], [4.350, 0.809, -0.801], [8.906, -3.648, -0.184], [7.510, -4.204, -0.236], [6.713, -3.082, 0.146], [7.426, -1.963, -0.131], [6.983, -0.859, -0.086], [8.702, -2.263, -0.466], [9.567, -4.101, -0.921], [9.359, -3.744, 0.806], [7.220, -4.516, -1.242], [7.362, -5.037, 0.449], [-1.197, -3.342, 1.654], [-0.703, -3.037, 0.268], [-1.917, -2.853, -0.463], [-2.877, -2.506, 0.425], [-3.961, -2.117, 0.123], [-2.445, -2.651, 1.699], [-0.523, -2.980, 2.429], [-1.378, -4.409, 1.810], [-0.121, -2.113, 0.227], [-0.112, -3.848, -0.155]], "forces_ev_per_a": [[-0.387, -0.311, -0.637], [-1.196, 0.363, 0.074], [-0.034, 2.081, 1.909], [0.429, -2.082, -2.019], [1.103, -0.494, 0.585], [-0.418, -0.455, -0.696], [-0.469, 0.501, -0.412], [-0.058, 0.048, 0.234], [-0.484, 0.360, -0.256], [0.259, 0.573, -0.395], [-0.684, 0.208, 0.186], [0.746, -0.159, 0.533], [0.320, -0.021, 0.723], [-0.617, 0.226, 0.390], [0.665, -0.053, 0.506], [0.101, -0.756, -0.151], [-0.082, 0.047, -0.706], [0.708, 0.047, 0.152], [0.276, -0.684, 0.100], [-0.335, -0.214, 0.377], [0.086, 0.047, -0.266], [0.098, -0.016, -0.168], [0.013, -0.017, 0.057], [-0.127, 0.380, 0.170], [0.003, 0.160, -0.208], [-0.269, 0.175, -0.115], [0.040, 0.060, -0.018], [0.084, 0.215, -0.017], [0.093, -0.217, 0.164], [0.362, 0.421, -0.239], [-0.021, -0.409, 0.231], [0.045, -0.063, 0.096], [-0.055, 0.001, -0.026], [-0.476, 0.300, -0.189], [-0.200, -0.109, 0.261], [-0.064, 0.004, 0.064], [-0.055, -0.054, 0.007], [-0.213, -0.003, -0.001], [0.503, -0.280, 0.034], [-0.151, -0.582, -0.067], [0.162, 0.199, -0.042], [0.147, 0.218, -0.074], [0.528, -0.036, -0.298], [-0.336, -0.008, 0.077], [-0.002, 0.221, -0.043], [-0.052, 0.036, -0.025], [0.011, 0.065, 0.028], [-0.154, 0.160, 0.060], [0.358, -0.219, 0.466], [0.647, 0.078, -0.244], [-0.289, 0.002, 0.234], [-0.010, 0.070, -0.066], [0.130, -0.161, 0.090], [-0.114, 0.033, -0.307], [-0.176, 0.151, -0.011], [-0.055, 0.038, -0.043], [-0.136, -0.080, 0.071], [-0.198, -0.004, -0.141]], "lowdin_charge": [-0.171, -0.369, 0.930, -0.402, -0.335, -0.316, -0.700, -0.144, 0.884, 0.063, 0.085, 0.052, 0.135, 0.095, 0.056, 0.087, 0.067, 0.066, -0.116, -0.119, 0.060, -0.564, 0.136, 0.070, 0.136, 0.092, 0.131, 0.135, -0.135, -0.109, 0.035, -0.553, 0.140, 0.078, 0.117, 0.127, 0.141, 0.139, -0.118, -0.117, 0.060, -0.548, 0.144, 0.077, 0.136, 0.136, 0.137, 0.136, -0.118, -0.119, 0.062, -0.583, 0.113, 0.067, 0.133, 0.133, 0.108, 0.135], "total_charge": 0, "homo_lumo_gap_ha": 0.3220, "e_tot_ha": -2449.13755}